# 1
Formula: C3H6O2
Source: the Open Molecules 2025 dataset
Level of theory: wB97M-V/def2-TZVPD

Highest occupied orbital energy = -8.45 eV
ΔE to the lowest compared entry with this formula, charge and spin = 92.0 kcal per mole

ORCA input file:
```
! wB97M-V def2-TZVPD RIJCOSX def2/J DEFGRID3
* xyz 0 1
C -0.905 -0.227 0.908
C 0.187 -0.519 0.018
O -0.627 -0.218 -1.450
C 1.303 0.478 -0.003
O 1.289 1.486 -0.677
H -1.333 -1.054 1.467
H -0.871 0.724 1.439
H -1.373 -0.060 -0.598
H 0.499 -1.554 -0.114
H -0.297 0.675 -1.693
H 2.128 0.268 0.703
*
```

The molecule's natural (NBO) atomic charges, reported in e, are given here:
1 C -0.81
2 C -0.06
3 O -0.80
4 C 0.41
5 O -0.54
6 H 0.22
7 H 0.22
8 H 0.48
9 H 0.24
10 H 0.51
11 H 0.14



# 2
Formula: C3H6O2S
Source: the Open Molecules 2025 dataset
Level of theory: wB97M-V/def2-TZVPD

Highest occupied orbital energy = -9.43 eV
SMILES = O=C(O)CCS
ΔE to the lowest compared entry with this formula, charge and spin = 8.5 kcal per mole

ORCA input file:
```
! wB97M-V def2-TZVPD RIJCOSX def2/J DEFGRID3
* xyz 0 1
O -0.002 1.000 -2.004
C -0.349 -0.016 -1.488
O -1.076 -0.934 -2.166
C 0.117 -0.471 -0.109
C 0.488 0.684 0.780
S 0.733 0.238 2.551
H -1.020 -1.803 -1.756
H 1.002 -1.058 -0.388
H -0.626 -1.130 0.325
H 1.381 1.187 0.445
H -0.276 1.457 0.822
H -0.372 0.846 2.988
*
```

The molecule's natural (NBO) atomic charges, reported in e, are given here:
1 O -0.56
2 C 0.80
3 O -0.68
4 C -0.54
5 C -0.50
6 S -0.05
7 H 0.48
8 H 0.24
9 H 0.22
10 H 0.23
11 H 0.23
12 H 0.12



no.,maximum force (eV/Å)
1,0.5
2,1.1